No. 1
52
Properties=species:S:1:pos:R:3:mulliken_charge:R:1 method="wB97M-V/def2-TZVPD" total_charge=+1 e_above_lowest_ev=2.475 total_energy_ev=-102218.2403 orbital_gap_ha=0.2503 lumo_energy_ha=-0.1479 max_force_ev_per_a=3.3 homo_ev=-10.83
Ba -0.827 0.202 -0.192 2.213
N 6.576 -3.028 3.218 -0.465
C 5.622 -2.820 2.620 -0.099
C 4.440 -2.586 1.880 0.645
C 4.327 -1.448 1.080 -1.130
C 3.198 -1.272 0.311 -0.299
C 2.151 -2.196 0.363 0.304
C 2.256 -3.311 1.201 -0.237
C 3.403 -3.518 1.936 -0.973
C 0.956 -1.995 -0.444 0.994
C -0.321 -2.174 0.137 -0.940
C -1.469 -2.784 -0.423 -0.783
C -2.466 -2.668 0.528 -0.607
C -1.905 -1.924 1.578 -0.654
N -0.627 -1.630 1.355 -0.917
C 1.051 -1.573 -1.767 0.769
C 2.087 -1.761 -2.719 -0.660
C 1.678 -1.111 -3.859 -0.750
C 0.446 -0.505 -3.551 -0.621
N 0.047 -0.793 -2.320 -0.159
H 5.120 -0.717 1.069 0.487
H 3.102 -0.400 -0.328 0.669
H 1.442 -4.020 1.243 0.520
H 3.502 -4.389 2.565 0.483
H -1.495 -3.356 -1.335 0.626
H -3.453 -3.094 0.494 0.539
H -2.385 -1.612 2.491 0.536
H 2.969 -2.357 -2.570 0.627
H 2.177 -1.073 -4.806 0.494
H -0.125 0.152 -4.187 0.477
C -5.204 0.830 -1.333 -1.123
C -3.824 0.405 -1.743 0.720
N -3.682 -0.097 -2.965 -0.314
O -2.858 0.514 -0.980 -0.666
H -5.915 0.788 -2.151 0.387
H -5.163 1.842 -0.934 0.301
H -5.541 0.178 -0.528 0.274
H -4.455 -0.179 -3.606 0.209
H -2.773 -0.428 -3.258 0.150
Se 2.067 2.437 0.136 0.403
N 0.335 2.271 0.401 -0.482
C -0.092 3.325 1.102 1.153
C -1.411 3.562 1.524 -0.650
C -1.673 4.695 2.242 -0.645
C -0.654 5.621 2.564 -0.575
C 0.636 5.427 2.167 -0.642
C 0.946 4.270 1.424 0.469
N 2.150 3.937 0.976 -0.742
H -2.189 2.847 1.278 0.410
H -2.679 4.899 2.575 0.419
H -0.917 6.494 3.142 0.398
H 1.422 6.123 2.402 0.459

---

No. 2
55
Properties=species:S:1:pos:R:3:mulliken_charge:R:1 method="wB97M-V/def2-TZVPD" s_squared=0.772 e_above_lowest_ev=0.159 total_energy_ev=-134962.5841 orbital_gap_ha="0.2137 / 0.2856" lumo_energy_ha="-0.0011 / -0.0028" max_force_ev_per_a=0.9 multiplicity=2 homo_ev="-5.85 / -7.85"
Bi 0.747 0.033 -0.406 1.230
I -0.247 4.764 4.950 0.045
C -0.168 2.943 3.881 -0.382
C 1.060 2.438 3.508 -0.521
C 1.090 1.273 2.774 0.132
I 2.955 0.575 2.055 0.025
C -0.059 0.587 2.371 0.230
O 0.002 -0.486 1.615 -0.799
C -1.293 1.146 2.761 0.452
C -2.530 0.497 2.212 -1.615
N -2.550 0.636 0.765 0.246
C -2.917 1.946 0.282 -1.090
C -1.799 2.961 0.266 0.625
C -2.125 4.313 0.139 -1.196
C -1.120 5.254 0.031 -0.464
C 0.199 4.830 0.110 -0.928
C 0.426 3.474 0.260 -0.268
N -0.534 2.560 0.309 0.845
C -1.340 2.309 3.503 -0.295
H 1.975 2.947 3.764 0.418
H -3.428 0.927 2.690 0.376
H -2.485 -0.571 2.437 0.499
H -3.177 -0.058 0.373 0.251
H -3.761 2.375 0.856 0.394
H -3.240 1.828 -0.758 0.379
H -3.160 4.614 0.102 0.496
H -1.353 6.300 -0.106 0.436
H 1.025 5.523 0.053 0.452
H 1.438 3.092 0.335 0.269
H -2.300 2.737 3.758 0.456
O 1.894 -0.517 -2.460 -0.767
N 2.754 -1.503 -2.450 0.492
C 3.586 -1.615 -3.500 -0.282
C 4.563 -2.571 -3.561 -0.688
C 4.682 -3.480 -2.508 -0.212
C 3.801 -3.386 -1.456 -0.929
C 2.830 -2.383 -1.419 0.829
S 1.770 -2.246 -0.064 -0.383
H 3.418 -0.885 -4.274 0.433
H 5.232 -2.591 -4.405 0.402
H 5.459 -4.226 -2.519 0.402
H 3.839 -4.060 -0.618 0.399
Se -1.444 -2.510 -0.172 0.301
N -0.939 -1.045 -1.135 -0.321
C -1.977 -0.650 -1.927 0.920
C -2.054 0.532 -2.645 -0.707
C -3.177 0.764 -3.429 -0.799
C -4.198 -0.181 -3.498 -0.486
C -4.145 -1.356 -2.778 -0.780
C -3.047 -1.599 -1.942 0.672
N -2.950 -2.634 -1.091 -0.907
H -1.254 1.258 -2.571 0.465
H -3.264 1.687 -3.988 0.404
H -5.065 0.017 -4.112 0.387
H -4.940 -2.082 -2.832 0.455

---

No. 3
54
Properties=species:S:1:pos:R:3:mulliken_charge:R:1 method="wB97M-V/def2-TZVPD" total_charge=-2 s_squared=0.768 total_energy_ev=-253800.2143 orbital_gap_ha="0.2050 / 0.1898" lumo_energy_ha="0.1523 / 0.1524" max_force_ev_per_a=1.1 multiplicity=2 homo_ev="-1.43 / -1.02"
V 0.033 -0.814 -1.862 -0.002
Br -2.932 -2.312 -3.660 -0.126
C -3.447 -1.817 -1.879 -0.589
Br -2.369 -0.461 -0.942 -0.022
H -3.385 -2.698 -1.256 0.317
H -4.437 -1.384 -1.945 0.363
O 2.878 2.104 -7.485 -0.660
C 2.383 1.609 -6.491 0.596
S 0.728 1.892 -5.961 -0.194
C 0.760 0.861 -4.537 0.035
C 1.916 0.233 -4.279 0.136
S 2.146 -0.832 -2.913 -0.363
S 3.237 0.514 -5.407 -0.188
S -0.666 0.679 -3.546 -0.416
I 1.143 -0.937 0.570 0.294
C 2.455 -2.611 0.285 -0.025
C 3.544 -2.651 1.107 -0.558
C 4.566 -3.611 0.918 -0.627
C 4.483 -4.497 -0.112 -0.837
C 3.361 -4.498 -0.981 0.962
C 3.285 -5.423 -2.051 -0.928
C 2.201 -5.429 -2.879 -0.602
C 1.128 -4.548 -2.646 -0.455
C 1.158 -3.641 -1.624 1.865
C 2.303 -3.566 -0.773 0.288
H 3.640 -1.913 1.897 0.336
H 5.425 -3.619 1.578 0.356
H 5.281 -5.208 -0.296 0.313
H 4.101 -6.123 -2.195 0.315
H 2.154 -6.130 -3.705 0.369
H 0.249 -4.576 -3.278 0.464
C -3.406 5.270 5.461 -1.391
C -2.790 4.457 4.348 0.695
C -1.705 3.622 4.575 -1.092
C -1.122 2.870 3.552 1.132
C 0.056 1.989 3.879 -1.507
C -1.630 2.949 2.242 -0.568
Te -0.733 1.848 0.644 0.043
C -2.738 3.787 2.006 1.293
C -3.338 3.924 0.628 -1.560
C -3.292 4.522 3.053 -0.913
H -2.934 5.044 6.419 0.331
H -4.477 5.066 5.558 0.313
H -3.296 6.343 5.279 0.290
H -1.295 3.548 5.580 0.157
H 0.272 2.010 4.951 0.337
H 0.944 2.309 3.327 0.334
H -0.131 0.958 3.568 0.255
H -3.403 2.955 0.131 0.255
H -2.705 4.550 -0.008 0.283
H -4.334 4.374 0.683 0.357
H -4.148 5.163 2.848 0.265
O -1.054 -3.383 -0.966 -0.634
C -0.062 -2.766 -1.412 -1.096

---

No. 4
56
Properties=species:S:1:pos:R:3:mulliken_charge:R:1 method="wB97M-V/def2-TZVPD" total_charge=+1 s_squared=0.807 e_above_lowest_ev=0.815 total_energy_ev=-117168.8488 orbital_gap_ha="0.2766 / 0.2614" lumo_energy_ha="-0.1328 / -0.1327" max_force_ev_per_a=2.0 multiplicity=2 homo_ev="-11.14 / -10.72"
Tc 0.040 0.272 -0.451 -0.114
Br 0.481 4.410 5.746 -0.162
C -0.291 3.436 4.326 -0.332
C -1.313 4.000 3.565 -0.534
C -1.887 3.278 2.536 -0.684
C -1.443 1.992 2.240 0.677
O -1.993 1.212 1.293 -0.381
C -0.398 1.435 2.978 -0.038
C 0.114 0.103 2.737 -0.035
N 0.163 -0.481 1.599 0.491
C 0.596 -1.850 1.553 0.398
C 1.401 -2.457 2.477 -0.589
C 1.650 -3.845 2.414 -1.083
C 1.080 -4.616 1.442 -0.827
C 0.295 -4.008 0.434 0.857
C -0.314 -4.722 -0.625 -0.587
C -1.016 -4.050 -1.583 -1.079
C -1.063 -2.644 -1.527 -0.059
N -0.513 -1.951 -0.559 0.372
C 0.110 -2.614 0.459 0.104
C 0.146 2.161 4.048 -0.529
H -1.668 4.997 3.788 0.469
H -2.700 3.704 1.961 0.433
H 0.479 -0.410 3.628 0.438
H 1.855 -1.891 3.280 0.489
H 2.282 -4.294 3.166 0.414
H 1.234 -5.687 1.418 0.429
H -0.216 -5.800 -0.660 0.458
H -1.505 -4.567 -2.395 0.431
H -1.546 -2.081 -2.318 0.505
H 0.928 1.718 4.654 0.521
N 4.075 1.104 0.327 -0.367
C 2.763 1.079 0.112 0.599
O 2.198 0.038 -0.274 -0.538
C 1.942 2.320 0.328 -0.852
C 0.546 2.037 -0.167 -0.219
H 4.619 0.267 0.188 0.274
H 4.542 1.948 0.610 0.201
H 2.420 3.192 -0.129 0.531
H 1.921 2.515 1.409 0.286
H -0.076 2.911 -0.373 0.495
H -2.815 1.580 0.949 0.404
O -3.379 0.762 -5.199 -0.528
C -2.143 0.478 -5.561 0.424
O -1.819 0.261 -6.698 -0.576
C -1.111 0.390 -4.477 0.447
C 0.212 0.087 -4.729 -0.314
N 0.856 0.077 -3.550 -0.447
N 0.028 0.377 -2.547 0.657
C -1.174 0.559 -3.084 -0.938
C -2.295 0.802 -2.108 1.193
O -3.423 1.026 -2.525 -0.852
O -1.935 0.748 -0.877 -0.479
H -3.478 0.885 -4.217 0.441
H 0.705 -0.110 -5.666 0.554
H 1.834 -0.083 -3.367 0.151

---

No. 5
53
Properties=species:S:1:pos:R:3:mulliken_charge:R:1 method="wB97M-V/def2-TZVPD" total_charge=+2 s_squared=0.763 e_above_lowest_ev=2.593 total_energy_ev=-169728.8868 orbital_gap_ha="0.2044 / 0.1931" lumo_energy_ha="-0.2812 / -0.2936" max_force_ev_per_a=1.4 multiplicity=2 homo_ev="-13.21 / -13.24"
Pt 1.748 1.338 -0.134 2.050
Cl 1.856 -0.670 1.148 -0.353
C 1.351 -0.188 2.779 1.068
C 1.036 -1.209 3.656 -0.933
C 0.656 -0.859 4.939 -0.504
C 0.590 0.480 5.303 -0.704
C 0.914 1.471 4.391 0.215
Cl 0.810 3.121 4.874 -0.171
C 1.317 1.157 3.086 -0.146
S 1.785 2.419 1.972 -0.292
H 1.089 -2.244 3.349 0.479
H 0.412 -1.629 5.656 0.435
H 0.288 0.764 6.302 0.480
C -2.217 2.479 1.878 -0.494
C -1.673 2.807 0.643 -0.782
C -1.250 1.807 -0.217 -0.329
C -1.383 0.464 0.164 0.715
C -1.944 0.138 1.407 -0.477
C -2.367 1.147 2.253 -0.858
P -0.739 -0.850 -0.833 0.168
C -1.951 -2.082 -1.208 0.299
C -1.509 -3.346 -1.623 -0.211
C -2.435 -4.326 -1.924 -0.710
C -3.794 -4.054 -1.805 -0.427
C -4.234 -2.802 -1.392 -0.724
C -3.319 -1.813 -1.078 -0.259
C 0.208 -0.283 -2.224 0.655
C -0.203 -0.653 -3.513 -0.648
C 0.514 -0.228 -4.614 -0.746
C 1.659 0.533 -4.425 -1.183
C 2.061 0.895 -3.145 -0.152
C 1.362 0.506 -1.999 0.208
H -2.547 3.265 2.544 0.478
H -1.597 3.843 0.343 0.476
H -0.907 2.060 -1.214 0.645
H -2.048 -0.899 1.703 0.524
H -2.815 0.898 3.205 0.471
H -0.449 -3.555 -1.708 0.405
H -2.103 -5.304 -2.243 0.420
H -4.517 -4.827 -2.029 0.425
H -5.293 -2.596 -1.316 0.432
H -3.660 -0.837 -0.759 0.437
H -1.097 -1.248 -3.645 0.467
H 0.185 -0.486 -5.610 0.438
H 2.237 0.855 -5.281 0.425
H 2.963 1.497 -3.057 -0.089
Cl 2.100 3.458 -0.996 -0.254
Ge 4.059 2.489 -0.804 0.742
Cl 5.241 3.148 -2.364 -0.162
Cl 4.903 2.962 1.057 -0.181
O 4.638 0.604 -0.562 -0.496
H 5.219 0.525 0.223 0.368
H 4.851 -0.141 -1.153 0.364

---

No. 6
50
Properties=species:S:1:pos:R:3:mulliken_charge:R:1 method="wB97M-V/def2-TZVPD" e_above_lowest_ev=5.454 total_energy_ev=-47769.9545 orbital_gap_ha=0.3102 lumo_energy_ha=-0.0072 max_force_ev_per_a=6.5 smiles="Cc1cccc2cc(CN(Cc3ccco3)C(=O)Nc3cccc(C#N)c3)c(Cl)nc12" homo_ev=-8.64
N 4.675 3.289 5.649 -0.470
O 0.492 -2.435 1.606 -0.706
Cl 0.295 2.597 -2.193 -0.195
C 3.838 2.901 4.901 -0.057
N 0.408 0.336 -3.798 -0.649
O -2.904 1.464 0.899 -0.376
C 0.648 -1.179 1.608 -0.163
C -3.826 2.132 1.738 -0.628
C -4.019 1.256 2.788 -0.336
C -3.384 -0.011 2.542 -0.303
C -2.695 0.265 1.459 0.476
C 0.433 0.823 -2.492 -0.106
C 0.132 2.374 4.217 -0.697
C 1.336 2.922 4.690 -0.651
C 0.358 1.268 3.444 0.488
C 2.744 1.162 3.627 -0.493
C 0.518 -2.760 -5.691 -0.552
C 0.518 -3.745 -4.625 -0.518
C 2.652 2.369 4.280 0.403
C 1.540 0.613 3.091 0.505
C 0.481 -0.078 -1.506 0.763
C 0.443 -1.457 -5.411 1.079
C 0.470 -3.340 -3.318 -0.999
C 0.493 -1.459 -1.749 -0.230
C 0.398 -1.027 -4.083 -0.063
C 0.479 -1.930 -3.076 0.544
N 1.672 -0.635 2.437 -0.003
N -0.181 -0.438 0.825 0.877
C 0.154 -0.530 -6.510 -1.563
C -1.599 -0.651 0.986 -1.203
C 0.343 0.536 -0.069 -1.528
H -4.300 3.138 1.735 0.386
H -4.658 1.440 3.627 0.434
H -3.238 -0.892 3.215 0.372
H -0.832 2.877 4.447 0.414
H 1.356 3.690 5.442 0.401
H -0.690 1.005 3.032 -0.217
H 3.623 0.510 3.492 0.386
H 0.554 -3.149 -6.716 0.362
H 0.418 -4.756 -4.962 0.404
H 0.713 -4.074 -2.503 0.343
H 0.620 -2.117 -0.977 0.726
H 2.288 -1.377 2.799 0.360
H 0.580 -0.759 -7.555 0.328
H 0.370 0.507 -6.286 0.383
H -0.928 -0.371 -6.674 0.288
H -1.799 -1.625 1.454 0.546
H -2.004 -0.814 -0.005 0.395
H -0.386 1.297 0.021 0.575
H 1.402 0.838 0.148 0.467